Formula: C35H45As3N4O2PbS
Source: the Open Molecules 2025 dataset
Level of theory: ωB97M-V/def2-TZVPD

ΔE to the lowest compared entry with this formula, charge and spin (kcal/mol): 15.41
E_HOMO (eV): -7.5420

Each line ends with the Löwdin charge.
Positions of all 91 atoms, in Å:
Pb (-0.2083, 2.1587, -1.3595)  1.2230
O (-2.0644, 1.2894, -2.3805)  -0.3437
C (-3.3381, 1.3345, -2.1709)  -0.4483
C (-4.1795, 0.4166, -2.7749)  -0.0244
C (-5.5495, 0.4970, -2.5796)  -0.0796
C (-6.1216, 1.3392, -1.6236)  -0.1033
C (-5.2895, 2.2791, -1.1040)  -0.0750
C (-3.9376, 2.2956, -1.3796)  -0.1412
C (-3.1765, 3.2684, -0.5443)  -0.0956
N (-1.9737, 3.4358, -0.3777)  -0.1263
N (-1.5936, 4.5152, 0.3758)  0.0709
C (-0.3093, 4.5584, 0.5231)  -0.5016
O (0.5761, 3.6719, 0.2225)  -0.3187
C (0.2283, 5.8027, 1.2647)  -0.1266
C (-0.6038, 6.7582, 1.7912)  -0.0594
C (-0.1134, 7.7748, 2.5673)  -0.0945
C (1.2388, 7.8516, 2.7934)  -0.0833
C (2.0814, 6.9637, 2.1036)  -0.0854
C (1.6269, 5.9224, 1.3266)  -0.0213
H (-3.7255, -0.2463, -3.4763)  0.1028
H (-6.2253, -0.2185, -3.0510)  0.1031
H (-7.1814, 1.2834, -1.5128)  0.0924
H (-5.7477, 2.9419, -0.3900)  0.1090
H (-3.8801, 4.0063, -0.1403)  0.1293
H (-1.5632, 6.9027, 1.4009)  0.0946
H (-0.8830, 8.4748, 2.8652)  0.1053
H (1.6277, 8.6131, 3.4442)  0.0955
H (3.1238, 7.1532, 2.2395)  0.0908
H (2.2933, 5.2673, 0.7942)  0.1035
C (-1.4419, 1.5440, 2.4365)  -0.2777
As (-0.6174, 0.3750, 1.0556)  1.0501
C (-1.9449, -1.0145, 0.8258)  -0.3068
C (0.4301, -0.7316, 2.3406)  -0.3378
C (1.7789, -0.1940, 2.9050)  -0.6422
C (1.8419, 1.2419, 3.3492)  -0.0781
C (2.8686, -0.3381, 1.8299)  -0.3824
As (2.5781, 0.6341, 0.1325)  1.0647
C (3.8219, -0.4996, -0.9435)  -0.3227
C (3.9405, 2.0430, 0.6496)  -0.3043
C (2.0883, -1.1671, 4.1195)  -0.3727
As (2.2131, -3.1523, 4.1999)  1.1348
C (0.7224, -3.9091, 3.0811)  -0.3444
C (3.7215, -3.5051, 2.9810)  -0.3449
H (-1.1693, 1.1675, 3.4462)  0.0273
H (-2.5507, 1.5748, 2.4080)  0.0415
H (-1.0197, 2.5264, 2.3693)  -0.0077
H (-2.6529, -1.1033, 1.6653)  0.0421
H (-1.4609, -1.9599, 0.6292)  0.0023
H (-2.5384, -0.6959, -0.0790)  0.0302
H (0.6056, -1.7022, 1.9209)  0.0078
H (-0.2473, -0.8418, 3.2030)  0.0832
H (1.5133, 1.8394, 2.4548)  0.0639
H (2.8066, 1.5686, 3.5995)  0.0686
H (1.1492, 1.5216, 4.1564)  0.0930
H (2.6851, -1.3215, 1.4131)  0.0021
H (3.9606, -0.2819, 2.1923)  0.1221
H (4.3005, 0.2026, -1.6847)  0.0347
H (3.2732, -1.3453, -1.3758)  -0.0087
H (4.6829, -0.9156, -0.4018)  0.0239
H (4.9385, 1.5445, 0.8893)  0.0461
H (3.4035, 2.5186, 1.4892)  -0.0049
H (4.0613, 2.7726, -0.1702)  0.0151
H (1.2698, -1.0161, 4.8503)  0.0610
H (3.0301, -0.9523, 4.5530)  0.0367
H (-0.2451, -3.8135, 3.6115)  0.0223
H (0.9170, -5.0062, 3.1508)  0.0178
H (0.6363, -3.5764, 2.0338)  -0.0161
H (3.6063, -2.9393, 2.0404)  -0.0052
H (3.6911, -4.5410, 2.6871)  0.0041
H (4.6772, -3.3218, 3.4675)  0.0162
S (0.5534, -5.6558, -3.6171)  1.0089
C (0.4288, -4.1405, -2.6574)  -0.4945
C (-0.4061, -3.0670, -2.8812)  -0.0448
C (-0.4021, -1.9679, -1.9809)  -0.0966
N (0.3561, -2.0113, -0.8933)  0.0231
C (1.1809, -2.9934, -0.6773)  -0.1628
C (1.1699, -4.1866, -1.4660)  -0.0669
C (-0.5704, -5.4808, -5.0024)  -0.5113
C (-1.5408, -6.4424, -5.2903)  -0.0489
C (-2.4625, -6.1085, -6.3580)  -0.1608
N (-2.4236, -5.1283, -7.1999)  0.0696
C (-1.3645, -4.2814, -6.9858)  -0.1198
C (-0.5131, -4.3842, -5.9072)  -0.1056
H (-1.0715, -3.1005, -3.6975)  0.0848
H (-1.2555, -1.3146, -2.1429)  0.0992
H (1.7724, -2.8991, 0.2513)  0.0876
H (1.8058, -5.0241, -1.2363)  0.0951
H (-1.5997, -7.3286, -4.7568)  0.0761
H (-3.1778, -6.9080, -6.4693)  0.1005
H (-1.2499, -3.4005, -7.6426)  0.1157
H (0.3138, -3.7170, -5.7188)  0.1045

=====

Formula: C35H45BCoN12OS2Te
Source: the Open Molecules 2025 dataset
Level of theory: ωB97M-V/def2-TZVPD

2S+1: 3
Total charge: +1
ΔE to the lowest compared entry with this formula, charge and spin (kcal/mol): 36.85
E_HOMO (spin up / spin down) (eV): -10.1696 / -10.6019

Each line ends with the Löwdin charge.
Positions of all 98 atoms, in Å:
Co (-0.1875, 0.4067, 0.0833)  0.3889
C (2.2918, -1.3434, -2.1850)  -0.0164
C (1.6713, -2.0835, -1.0448)  -0.3393
C (1.8284, -3.4452, -0.7555)  -0.0231
C (1.0628, -3.6619, 0.3655)  -0.0836
N (0.4926, -2.4951, 0.7085)  0.0066
N (0.8865, -1.5050, -0.1371)  0.0762
B (-0.3546, -2.0749, 1.9301)  -0.6741
N (0.3992, -0.8989, 2.5941)  0.0360
C (1.1889, -0.9240, 3.6709)  -0.0465
C (1.6339, 0.3565, 3.9070)  -0.0028
C (1.0740, 1.1300, 2.8898)  -0.3236
C (1.2107, 2.6154, 2.8031)  -0.0793
N (0.3400, 0.3549, 2.0734)  0.0494
N (-1.7537, -1.5652, 1.4803)  0.0312
C (-2.9451, -2.0821, 1.8113)  -0.0437
C (-3.9167, -1.3864, 1.1324)  -0.0014
C (-3.2289, -0.4350, 0.3743)  -0.3300
C (-3.8579, 0.5392, -0.5652)  -0.0179
N (-1.9112, -0.5532, 0.5933)  0.0282
N (-0.5768, -3.1966, 2.9202)  -0.0162
C (-1.0162, -3.0879, 4.2016)  -0.0923
C (-1.4529, -4.3210, 4.6019)  -0.0148
C (-1.2690, -5.1517, 3.4730)  -0.3458
C (-1.5918, -6.6048, 3.3305)  -0.0302
N (-0.7613, -4.4672, 2.4640)  0.1179
H (3.2620, -1.7785, -2.4249)  0.0910
H (2.4325, -0.2899, -1.9568)  0.0064
H (1.6779, -1.3946, -3.0861)  0.0615
H (2.4142, -4.1659, -1.2994)  0.1083
H (0.8610, -4.5498, 0.9414)  0.1075
H (1.3783, -1.8448, 4.1934)  0.1304
H (2.2623, 0.7009, 4.7094)  0.1105
H (2.0361, 2.9280, 3.4434)  0.0876
H (0.3144, 3.1146, 3.1763)  0.0613
H (1.3938, 2.9585, 1.7910)  0.0042
H (-3.0189, -2.9117, 2.4942)  0.1247
H (-4.9805, -1.5437, 1.1634)  0.1114
H (-4.9281, 0.3454, -0.6132)  0.0919
H (-3.4562, 0.4649, -1.5741)  0.0662
H (-3.7164, 1.5605, -0.2318)  0.0142
H (-1.0012, -2.1484, 4.7265)  0.1239
H (-1.8400, -4.5959, 5.5678)  0.1048
H (-1.5636, -7.1056, 4.2967)  0.0770
H (-0.8813, -7.0915, 2.6649)  0.0756
H (-2.5904, -6.7424, 2.9130)  0.0784
S (-1.6811, -3.1452, -1.4610)  1.0157
C (-1.7875, -1.6057, -2.1913)  -0.7192
N (-2.8484, -2.2616, -2.7740)  -0.1339
N (-2.8757, -2.5466, -4.0883)  0.0207
C (-1.8187, -2.7614, -5.0143)  -0.2243
C (-2.2033, -2.7701, -6.3545)  -0.0297
C (-1.2675, -2.9702, -7.3512)  -0.0736
C (0.0702, -3.1630, -7.0312)  -0.0835
C (0.4481, -3.1712, -5.7001)  -0.0779
C (-0.4832, -2.9801, -4.6842)  -0.0530
N (-1.4018, -0.4215, -2.4419)  0.0814
N (-0.5618, 0.3912, -1.8201)  0.0195
C (0.0214, 1.2826, -2.7697)  -0.2463
C (0.2383, 0.8840, -4.0898)  -0.0136
C (0.8071, 1.7588, -4.9963)  -0.0520
C (1.1377, 3.0551, -4.6152)  -0.0608
C (0.9015, 3.4610, -3.3099)  -0.0752
C (0.3571, 2.5782, -2.3904)  -0.1144
H (-3.7707, -2.9305, -4.3505)  0.1484
H (-3.2419, -2.5998, -6.6110)  0.1163
H (-1.5842, -2.9652, -8.3856)  0.1099
H (0.8022, -3.3213, -7.8109)  0.1063
H (1.4829, -3.3460, -5.4330)  0.1080
H (-0.1532, -3.0461, -3.6638)  0.0572
H (-0.0320, -0.1144, -4.4040)  0.0987
H (0.9802, 1.4280, -6.0116)  0.1126
H (1.5667, 3.7422, -5.3317)  0.1103
H (1.1311, 4.4732, -3.0020)  0.1129
H (0.1874, 2.9087, -1.3757)  -0.0168
O (1.6430, 1.5059, -0.0550)  -0.6037
S (2.9077, 1.7880, -0.8448)  0.9981
C (4.2615, 1.3268, 0.2696)  -0.2791
C (5.1692, 2.5465, 0.3901)  -0.2165
C (4.2259, 3.7453, 0.4738)  -0.2133
C (3.2421, 3.5653, -0.6789)  -0.2942
H (4.7458, 0.4321, -0.1167)  0.0967
H (3.7528, 1.0881, 1.2065)  0.1005
H (5.8038, 2.6330, -0.4951)  0.1192
H (5.8263, 2.4618, 1.2543)  0.1219
H (4.7512, 4.6965, 0.3991)  0.1213
H (3.6921, 3.7331, 1.4251)  0.1050
H (3.6693, 3.8823, -1.6316)  0.0988
H (2.2724, 4.0451, -0.5464)  0.0909
C (-2.6403, 3.9082, -0.7786)  -0.3968
Te (-1.2904, 3.0581, 0.6344)  1.3851
C (-2.6836, 2.8193, 2.2139)  -0.3904
H (-3.6591, 3.7264, -0.4490)  0.0036
H (-2.4800, 3.4404, -1.7473)  0.0036
H (-2.4593, 4.9764, -0.8390)  0.0016
H (-2.6872, 3.7051, 2.8403)  0.0048
H (-2.3806, 1.9440, 2.7851)  0.0051
H (-3.6690, 2.6491, 1.7876)  0.0040

=====

| no. | energy (eV) |
| --- | --- |
| 1 | -245675.871 |
| 2 | -124215.538 |